Record 1
{"formula": "C28H29F4N4OS2Tc", "method": "wB97M-V/def2-TZVPD", "elements": ["Tc", "C", "C", "N", "N", "C", "S", "S", "C", "C", "C", "C", "C", "C", "C", "C", "C", "C", "C", "C", "C", "O", "H", "H", "H", "H", "H", "H", "H", "H", "H", "H", "H", "H", "H", "H", "C", "C", "N", "C", "C", "C", "C", "N", "C", "C", "F", "C", "F", "C", "C", "F", "C", "F", "H", "H", "H", "H", "H", "H", "H", "H", "H", "H", "H", "H", "H", "H", "H"], "positions_angstrom": [[1.4701, 0.3993, -0.7376], [-1.1119, 3.2360, -2.3950], [-1.4284, 2.2343, -1.3334], [-1.0272, 2.4335, -0.1371], [-1.5390, 1.5569, 0.7946], [-0.7492, 0.8805, 1.5121], [1.0406, 0.9469, 1.3966], [-1.2912, -0.1802, 2.7928], [-3.0950, -0.0509, 2.5790], [-3.7731, -1.1808, 3.3046], [-4.6856, -0.9149, 4.3177], [-5.3511, -1.9529, 4.9558], [-5.1035, -3.2663, 4.5891], [-4.1883, -3.5395, 3.5809], [-3.5268, -2.5028, 2.9438], [-2.1880, 1.0094, -1.6933], [-3.5479, 1.0293, -1.9737], [-4.2272, -0.1464, -2.2525], [-3.5393, -1.3521, -2.2698], [-2.1773, -1.3867, -2.0185], [-1.4995, -0.2074, -1.7283], [-0.1647, -0.2424, -1.5204], [-0.5477, 4.0702, -1.9855], [-2.0451, 3.6071, -2.8249], [-0.5564, 2.7723, -3.2131], [-3.2943, -0.0741, 1.5073], [-3.4171, 0.9137, 2.9657], [-4.8797, 0.1103, 4.6085], [-6.0620, -1.7330, 5.7410], [-5.6209, -4.0756, 5.0866], [-3.9928, -4.5632, 3.2894], [-2.8146, -2.7185, 2.1548], [-4.0802, 1.9722, -1.9493], [-5.2889, -0.1224, -2.4544], [-4.0650, -2.2716, -2.4902], [-1.6270, -2.3188, -2.0500], [0.5114, -2.5333, 0.7817], [1.4748, -2.6508, -0.3790], [2.3813, -1.4737, -0.5965], [3.0963, -1.6741, -1.9104], [2.3104, -1.1800, -3.1134], [3.3941, -1.3505, 0.4930], [4.2028, -0.0632, 0.3290], [3.3581, 0.9177, -0.3503], [3.7758, 2.2229, -0.5220], [2.8783, 3.0998, -1.1262], [1.6691, 2.5592, -1.5195], [3.1252, 4.4295, -1.3621], [2.1868, 5.1692, -1.9483], [4.3401, 4.9718, -0.9937], [5.2606, 4.1309, -0.4002], [6.4461, 4.6081, -0.0339], [5.0027, 2.7895, -0.1632], [5.9567, 2.0482, 0.4163], [-0.0191, -3.4804, 0.8814], [-0.2294, -1.7548, 0.6105], [1.0045, -2.3413, 1.7335], [0.9179, -2.7718, -1.3071], [2.1320, -3.5171, -0.2628], [3.3041, -2.7419, -2.0008], [4.0472, -1.1519, -1.8534], [1.3209, -1.6250, -3.1904], [2.8691, -1.4184, -4.0180], [2.2006, -0.0859, -3.1232], [4.0398, -2.2321, 0.4715], [2.8529, -1.3380, 1.4345], [5.1255, -0.2335, -0.2288], [4.4937, 0.2852, 1.3225], [4.5657, 6.0141, -1.1647]], "forces_ev_per_angstrom": [[0.01, 0.00, 0.04], [0.01, -0.01, 0.00], [-0.04, 0.02, 0.01], [0.07, 0.02, -0.04], [-0.06, -0.06, 0.03], [0.03, -0.01, 0.07], [0.04, 0.02, -0.05], [-0.04, -0.01, -0.04], [-0.01, 0.07, 0.05], [0.00, -0.01, -0.02], [0.03, 0.00, 0.03], [0.01, 0.00, 0.01], [0.00, 0.01, 0.00], [0.01, -0.02, 0.00], [-0.02, -0.02, -0.01], [-0.01, -0.03, 0.00], [0.02, 0.01, -0.01], [-0.01, 0.00, 0.00], [0.00, -0.01, 0.00], [0.01, 0.03, 0.01], [-0.04, 0.01, 0.01], [0.03, 0.02, -0.03], [0.00, 0.00, 0.00], [0.00, 0.00, 0.00], [0.00, 0.00, 0.00], [0.03, -0.02, -0.01], [-0.02, 0.01, -0.05], [-0.01, 0.01, -0.01], [0.00, 0.00, 0.00], [0.00, 0.00, 0.00], [0.00, 0.00, 0.00], [-0.01, 0.01, -0.01], [0.00, 0.00, 0.00], [0.00, 0.00, 0.00], [0.00, 0.00, 0.00], [0.00, 0.00, 0.00], [0.03, 0.01, -0.02], [-0.04, 0.01, 0.00], [-0.04, 0.07, -0.04], [-0.03, -0.02, -0.01], [0.01, 0.02, -0.01], [0.03, -0.04, 0.04], [0.00, 0.00, 0.08], [-0.03, -0.06, -0.03], [0.05, 0.04, 0.03], [-0.01, 0.05, -0.02], [-0.04, 0.00, -0.01], [-0.01, -0.01, 0.00], [0.01, 0.01, 0.00], [-0.01, 0.02, -0.01], [0.02, -0.01, 0.01], [0.00, 0.00, 0.00], [-0.02, -0.01, -0.01], [0.00, 0.00, 0.00], [0.00, -0.02, -0.02], [0.01, -0.02, 0.00], [0.00, 0.01, 0.00], [0.01, -0.03, 0.00], [0.00, 0.00, 0.02], [0.01, 0.00, 0.02], [0.00, 0.01, -0.01], [0.00, 0.01, 0.00], [0.01, -0.01, 0.01], [-0.01, -0.01, 0.01], [0.00, 0.01, 0.01], [-0.01, -0.01, 0.00], [0.00, -0.01, -0.02], [0.03, -0.01, -0.02], [0.00, 0.00, 0.00]], "e_above_lowest_kcal_mol": 0.0, "total_charge": 1, "gap_ev": [6.55, 6.46], "spin_multiplicity": 4, "total_energy_ev": -72245.970}

---

Record 2
{"formula": "C5H14O3", "method": "wB97M-V/def2-TZVPD", "elements": ["C", "O", "C", "C", "C", "O", "C", "H", "H", "H", "H", "H", "H", "H", "H", "H", "H", "H", "H", "O", "H", "H"], "positions_angstrom": [[1.0545, -1.1373, 1.7957], [1.4967, 0.2196, 1.7948], [0.5936, 1.3246, 1.5183], [0.5773, 1.7092, 0.1209], [-0.3394, 0.9251, -0.8129], [-1.6351, 1.1938, -0.3286], [-2.5727, 0.3377, -0.9782], [1.0712, -1.4425, 0.7359], [0.0241, -1.2404, 2.1753], [1.7097, -1.8158, 2.3675], [-0.4143, 1.0905, 1.9118], [1.0156, 2.1397, 2.1372], [1.6218, 1.7066, -0.2459], [0.2498, 2.7639, 0.1963], [-0.0252, -0.1352, -0.8637], [-0.3371, 1.3266, -1.8445], [-3.5955, 0.6395, -0.6963], [-2.4512, -0.7373, -0.7631], [-2.4455, 0.4960, -2.0624], [1.5473, -3.2548, -2.4225], [2.1176, -2.6957, -1.8477], [0.7368, -3.4142, -1.8878]], "forces_ev_per_angstrom": [[-0.59, 0.69, -1.03], [0.31, -0.16, 0.73], [0.35, -1.81, 2.69], [0.56, 1.26, -1.81], [0.43, 1.19, 0.01], [-0.80, -1.65, 0.17], [-0.33, 0.63, -0.36], [-0.18, -0.50, 0.31], [0.24, 0.08, -0.04], [-0.02, 0.74, -0.11], [0.31, 0.09, -0.18], [-0.27, -0.34, -0.33], [-0.46, 0.07, 0.02], [-0.01, -0.29, -0.78], [-0.57, 0.16, 0.23], [0.55, -0.21, 0.21], [0.52, -0.05, -0.02], [0.23, 0.35, 0.15], [-0.27, -0.26, 0.12], [-0.27, 0.44, 1.14], [-0.62, -0.61, -0.58], [0.89, 0.18, -0.54]], "e_above_lowest_kcal_mol": 30.9, "total_charge": 0, "gap_ev": 10.20, "total_energy_ev": -11552.785}

---

Record 3
{"formula": "C15H18O", "method": "wB97M-V/def2-TZVPD", "elements": ["C", "C", "C", "C", "C", "O", "C", "C", "H", "H", "H", "H", "H", "H", "H", "H", "C", "C", "C", "C", "C", "C", "C", "C", "H", "H", "H", "H", "H", "H", "H", "H", "H", "H"], "positions_angstrom": [[0.8799, -2.0190, 3.3651], [-0.0314, -0.8303, 2.9872], [-0.2800, -0.3402, 1.7449], [-1.1314, 0.7228, 1.3964], [-1.9537, 1.2426, 2.3825], [-3.0778, 2.0762, 2.3180], [-1.8151, 0.7447, 3.6712], [-1.0159, -0.2983, 3.9391], [1.5712, -2.0840, 2.5018], [0.5299, -2.9455, 3.6639], [1.5125, -1.7233, 4.0707], [0.1937, -0.7905, 0.8698], [-1.1843, 0.9918, 0.3293], [-3.3063, 2.1710, 1.3876], [-2.4746, 1.0744, 4.4682], [-0.9917, -0.8123, 4.9752], [3.1403, -0.3100, -1.8539], [2.2058, -0.6367, -2.9463], [0.8242, -0.0368, -2.8230], [-0.2223, -0.8332, -2.2926], [-1.4863, -0.3086, -2.0720], [-1.6878, 1.0570, -2.2213], [-0.7814, 1.9180, -2.7353], [0.4846, 1.2904, -3.0480], [3.1356, -0.8227, -0.9458], [3.2130, 0.6878, -1.2705], [4.1499, -0.3595, -2.2923], [2.5303, -0.3972, -3.9816], [1.9218, -1.8088, -2.9187], [-0.1132, -1.9521, -2.0959], [-2.3790, -0.9197, -2.1036], [-2.7995, 1.4228, -2.0064], [-0.9253, 2.9570, -2.9560], [1.3644, 1.8722, -3.5079]], "forces_ev_per_angstrom": [[-0.62, 2.36, -4.63], [-3.16, -0.57, 2.23], [1.24, 0.00, -1.90], [-0.90, 0.31, -0.15], [-0.83, 0.08, 0.45], [1.27, -0.24, -1.11], [-0.88, -0.05, 0.84], [3.54, -2.61, 1.59], [-0.42, -0.68, 0.17], [-1.46, -1.70, 0.15], [2.53, 1.46, 3.43], [0.33, 0.06, 0.24], [-0.16, -0.03, 0.74], [-0.08, 0.23, -0.06], [-0.11, 0.19, -0.32], [-0.24, 1.20, -1.62], [2.97, 2.96, 0.57], [-3.03, -2.20, -1.21], [-1.74, -0.17, 1.71], [-0.23, -1.53, 0.01], [0.49, 0.13, -1.01], [-4.52, 0.82, 0.54], [3.24, -1.55, -0.63], [1.54, 1.77, -0.85], [-0.40, -2.22, 0.95], [-0.98, -0.46, -1.99], [-0.05, -0.33, 0.51], [0.45, -0.19, 0.81], [1.27, 2.44, -0.26], [0.18, 1.58, -0.50], [0.17, -0.30, 0.98], [2.46, -0.61, -0.51], [-0.21, 0.23, 0.10], [-1.65, -0.39, 0.72]], "e_above_lowest_kcal_mol": 66.1, "total_charge": 0, "gap_ev": 9.10, "total_energy_ev": -17891.806}

---

Record 4
{"formula": "C46H46CoN2O4Sb", "method": "wB97M-V/def2-TZVPD", "elements": ["Co", "C", "C", "C", "O", "C", "C", "O", "C", "O", "C", "C", "C", "C", "C", "C", "C", "C", "C", "C", "C", "C", "C", "O", "C", "C", "C", "C", "C", "C", "C", "C", "C", "C", "C", "C", "H", "H", "H", "H", "H", "H", "H", "H", "H", "H", "H", "H", "H", "H", "H", "H", "H", "H", "H", "H", "H", "H", "H", "H", "H", "H", "H", "H", "C", "C", "C", "C", "C", "C", "N", "N", "C", "C", "C", "C", "C", "C", "H", "H", "H", "H", "H", "H", "H", "H", "H", "C", "Sb", "C", "C", "H", "H", "H", "H", "H", "H", "H", "H", "H"], "positions_angstrom": [[-0.0984, -0.0414, -0.0032], [4.1108, 2.0002, -4.5661], [2.9779, 2.6531, -3.7934], [2.7641, 4.1115, -4.1638], [1.7751, 1.9371, -4.0230], [1.3243, 1.3242, -2.8266], [2.1595, 1.9637, -1.7152], [3.2505, 2.5518, -2.4039], [2.7064, 0.9875, -0.6380], [1.6651, 0.5358, 0.1931], [3.6262, 1.7302, 0.3435], [3.6974, 3.1147, 0.4363], [4.4561, 3.7219, 1.4315], [5.1625, 2.9558, 2.3426], [5.1070, 1.5706, 2.2521], [4.3442, 0.9704, 1.2649], [3.4828, -0.1349, -1.3295], [4.8220, 0.0403, -1.6722], [5.5224, -0.9480, -2.3466], [4.8938, -2.1330, -2.7001], [3.5587, -2.3160, -2.3759], [2.8636, -1.3238, -1.6999], [-0.1940, 1.4886, -2.6816], [-0.5919, 0.9674, -1.4570], [-0.5760, 2.9709, -2.7606], [-0.7081, 3.7249, -1.6016], [-1.0140, 5.0779, -1.6569], [-1.1970, 5.6982, -2.8819], [-1.0686, 4.9546, -4.0479], [-0.7588, 3.6048, -3.9869], [-0.9551, 0.6968, -3.7496], [-0.3469, -0.1175, -4.6941], [-1.1161, -0.8729, -5.5740], [-2.4975, -0.8240, -5.5173], [-3.1146, -0.0083, -4.5751], [-2.3480, 0.7434, -3.7041], [3.9041, 2.0484, -5.6351], [4.2044, 0.9579, -4.2643], [5.0514, 2.5132, -4.3646], [2.5022, 4.1988, -5.2182], [3.6759, 4.6789, -3.9766], [1.9526, 4.5268, -3.5661], [1.5252, 0.2516, -2.8667], [1.5817, 2.7318, -1.1915], [3.1815, 3.7401, -0.2783], [4.4993, 4.8025, 1.4834], [5.7574, 3.4304, 3.1124], [5.6591, 0.9576, 2.9534], [4.3011, -0.1107, 1.2026], [5.3209, 0.9633, -1.4098], [6.5624, -0.7873, -2.5998], [5.4396, -2.9066, -3.2248], [3.0505, -3.2330, -2.6472], [1.8223, -1.4829, -1.4562], [-0.5572, 3.2409, -0.6467], [-1.1053, 5.6470, -0.7393], [-1.4385, 6.7523, -2.9310], [-1.2100, 5.4271, -5.0116], [-0.6562, 3.0323, -4.8996], [0.7308, -0.1578, -4.7741], [-0.6254, -1.5004, -6.3075], [-3.0935, -1.4134, -6.2025], [-4.1950, 0.0391, -4.5218], [-2.8290, 1.3721, -2.9642], [-5.4976, 1.5942, 0.0128], [-4.2537, 2.1985, -0.0915], [-3.1012, 1.4267, -0.0830], [-3.2054, 0.0447, 0.0273], [-4.4506, -0.5710, 0.1396], [-5.5911, 0.2125, 0.1279], [-1.9990, -0.7126, 0.0832], [-2.1390, -1.9513, 0.2308], [-0.9222, -2.5959, 0.4685], [-0.9137, -3.9712, 0.7021], [0.2837, -4.5651, 1.0477], [1.4320, -3.7833, 1.1727], [1.4104, -2.4158, 0.9320], [0.2235, -1.7919, 0.5484], [-6.3965, 2.1966, 0.0033], [-4.1722, 3.2730, -0.1932], [-2.1297, 1.8785, -0.2088], [-4.5158, -1.6435, 0.2336], [-6.5612, -0.2590, 0.2120], [-1.8325, -4.5369, 0.6238], [0.3304, -5.6296, 1.2339], [2.3638, -4.2549, 1.4604], [2.3126, -1.8263, 1.0268], [0.0971, 2.8601, 2.1500], [-0.1035, 0.7546, 2.2123], [1.5633, 0.2817, 3.4056], [-1.6791, 0.5770, 3.6275], [0.2522, 3.2197, 3.1665], [-0.7946, 3.3263, 1.7346], [0.9629, 3.1035, 1.5373], [1.4918, 0.8441, 4.3362], [2.4579, 0.5671, 2.8618], [1.5924, -0.7845, 3.6227], [-1.4016, 1.1449, 4.5134], [-1.8334, -0.4658, 3.8972], [-2.6044, 0.9724, 3.2119]], "forces_ev_per_angstrom": [[-0.65, 0.24, -1.14], [-0.04, 0.06, 0.03], [0.03, 0.06, -0.05], [0.03, -0.05, 0.02], [0.03, -0.01, -0.01], [0.00, -0.06, 0.01], [-0.03, -0.11, 0.05], [0.07, -0.02, 0.00], [-0.22, 0.29, 0.03], [0.16, -0.30, -0.04], [-0.02, 0.05, -0.04], [-0.01, 0.00, 0.00], [0.00, 0.02, 0.00], [0.01, 0.00, 0.02], [0.00, -0.02, 0.02], [0.03, -0.01, 0.02], [-0.02, -0.06, -0.04], [0.01, 0.02, 0.01], [0.01, 0.00, -0.01], [0.02, -0.03, -0.02], [-0.01, -0.04, -0.01], [-0.04, 0.03, 0.06], [-0.01, 0.19, 0.11], [0.01, -0.31, -0.03], [0.07, 0.00, -0.07], [0.01, -0.01, 0.01], [0.00, 0.01, 0.06], [-0.01, 0.03, -0.07], [0.00, 0.00, 0.00], [-0.01, -0.03, 0.00], [0.01, -0.04, 0.00], [0.02, 0.06, -0.04], [-0.01, -0.03, -0.02], [-0.01, -0.02, -0.02], [-0.01, 0.00, -0.01], [-0.01, -0.03, 0.03], [-0.01, 0.01, -0.01], [-0.01, -0.02, 0.00], [0.01, 0.01, 0.02], [-0.01, -0.01, -0.02], [0.01, 0.00, 0.00], [-0.01, -0.01, 0.01], [-0.01, 0.01, -0.03], [-0.02, -0.01, -0.02], [-0.01, 0.01, -0.01], [0.00, 0.01, 0.00], [0.00, 0.00, 0.00], [0.01, -0.01, 0.01], [0.01, -0.01, -0.01], [0.01, 0.02, 0.00], [0.02, 0.00, 0.00], [0.00, 0.00, 0.00], [0.00, 0.00, 0.00], [0.02, 0.02, 0.00], [0.01, -0.01, 0.04], [0.00, 0.00, 0.00], [0.00, 0.00, 0.00], [0.00, 0.01, 0.00], [0.00, 0.00, 0.00], [0.01, 0.00, 0.00], [0.00, 0.00, 0.00], [0.00, 0.00, 0.00], [-0.01, 0.00, 0.00], [0.00, 0.01, 0.01], [0.00, 0.07, -0.01], [-0.02, -0.02, 0.01], [-0.12, -0.05, 0.07], [-0.06, 0.06, -0.06], [-0.05, 0.15, -0.06], [0.02, -0.04, 0.01], [0.36, -0.48, 0.01], [-0.01, 0.42, 0.10], [-0.01, 0.13, -0.05], [0.10, 0.08, -0.01], [-0.05, -0.03, -0.01], [0.08, 0.03, -0.03], [-0.12, -0.01, -0.01], [0.15, -0.24, 0.53], [0.00, 0.01, 0.00], [-0.01, 0.01, 0.00], [-0.03, -0.03, 0.00], [0.02, -0.02, 0.00], [-0.01, 0.00, 0.00], [-0.02, 0.01, -0.02], [0.00, 0.00, 0.01], [0.01, 0.00, 0.01], [0.02, 0.00, 0.00], [-0.06, 0.05, -0.01], [0.54, 0.23, 0.78], [-0.06, -0.13, 0.12], [-0.13, -0.14, -0.14], [0.00, 0.02, 0.01], [-0.03, 0.00, 0.00], [0.03, -0.03, -0.02], [0.01, -0.01, 0.01], [0.01, 0.04, -0.04], [-0.02, -0.01, -0.01], [0.01, 0.02, 0.02], [0.01, -0.03, 0.01], [-0.01, 0.02, -0.01]], "e_above_lowest_kcal_mol": 6.8, "total_charge": 0, "gap_ev": 7.46, "total_energy_ev": -103781.602}